# 1
DFT (wB97M-V/def2-TZVPD) results for C42H37BrCoN8O2SSb as an isolated structure.

Positions of all 93 atoms, in Å:
Co  -2.52334  -0.81054  0.61447
O  0.93296  -2.78962  3.85576
C  1.63050  -2.92809  2.70130
C  3.01660  -2.94891  2.80612
C  3.80006  -3.09528  1.67782
C  3.20974  -3.22363  0.42670
C  1.82830  -3.21959  0.32730
C  1.01421  -3.07360  1.44933
C  -0.48990  -3.25550  1.37833
O  -1.08064  -2.20760  2.12145
N  -1.07419  -3.28146  0.04119
N  -1.21818  -2.04908  -0.56647
C  -0.82715  -1.93657  -1.77984
C  -0.97681  -0.74363  -2.58157
Br  -1.63071  0.78212  -1.65762
C  -0.61684  -0.61258  -3.86448
C  -0.17682  -1.69127  -4.75495
C  0.83880  -1.41980  -5.67484
C  1.29613  -2.41147  -6.52474
C  0.72366  -3.67670  -6.48807
C  -0.31719  -3.94397  -5.60975
C  -0.76806  -2.95718  -4.74792
H  -0.00395  -2.66008  3.65062
H  3.45608  -2.86244  3.79048
H  4.87740  -3.12277  1.77513
H  3.81938  -3.35928  -0.45688
H  1.37926  -3.36599  -0.64784
H  -0.76559  -4.21842  1.82514
H  -0.66596  -3.99227  -0.55536
H  -0.31615  -2.76514  -2.26660
H  -0.63985  0.38421  -4.29284
H  1.26829  -0.42637  -5.71624
H  2.08750  -2.19561  -7.22977
H  1.07098  -4.44630  -7.16398
H  -0.79206  -4.91577  -5.61180
H  -1.62014  -3.15227  -4.10782
N  -1.15191  0.68561  3.25765
C  -2.13068  1.45832  2.71611
N  -2.37971  2.63083  3.26306
C  -3.35882  3.33678  2.68461
N  -3.61394  4.55342  3.15322
N  -4.13789  2.88974  1.66899
C  -3.81116  1.71383  1.20622
N  -2.76949  0.97328  1.62603
C  -4.68363  1.08306  0.17626
C  -5.79860  1.72885  -0.32057
C  -6.59760  1.05769  -1.23677
C  -6.25461  -0.22838  -1.61389
C  -5.11623  -0.80289  -1.06893
N  -4.34609  -0.16231  -0.19365
H  -0.86910  0.99531  4.17720
H  -1.28969  -0.31527  3.16266
H  -3.11321  4.88728  3.95887
H  -4.40450  5.06504  2.80085
H  -6.02796  2.72798  0.01884
H  -7.48018  1.53281  -1.64280
H  -6.85602  -0.78853  -2.31533
H  -4.81509  -1.80946  -1.33110
S  -2.81770  -2.31688  2.28423
Sb  1.15809  0.89189  0.89729
C  0.52756  2.84202  1.36087
C  1.07513  3.45869  2.48309
C  0.69905  4.75634  2.80080
C  -0.22313  5.42745  2.01109
C  -0.77946  4.80589  0.90012
C  -0.41163  3.50946  0.57562
C  1.95077  0.95567  -1.04978
C  2.51434  -0.19287  -1.60055
C  3.06530  -0.13893  -2.87270
C  3.04039  1.05031  -3.58914
C  2.46437  2.18990  -3.04192
C  1.91103  2.14802  -1.77018
C  2.72601  0.42902  2.20017
C  4.02137  0.37690  1.69035
C  5.07956  0.16879  2.56375
C  4.84007  -0.00011  3.92035
C  3.54271  0.03072  4.41811
C  2.47776  0.23995  3.55769
H  1.80669  2.94718  3.09698
H  1.13695  5.24502  3.66089
H  -0.50476  6.44295  2.25701
H  -1.49388  5.33356  0.28159
H  -0.83861  3.03910  -0.30068
H  2.54813  -1.11437  -1.03383
H  3.51914  -1.02320  -3.30136
H  3.48281  1.09469  -4.57606
H  2.45940  3.11768  -3.59860
H  1.48100  3.04507  -1.34321
H  4.21223  0.51119  0.63287
H  6.09163  0.14171  2.18246
H  5.66980  -0.16156  4.59580
H  3.36127  -0.11501  5.47461
H  1.46639  0.24320  3.94296

Calculated values
Net charge: +2
Strongest force on any atom: 0.008 Eh/bohr
ΔE to the lowest compared entry with this formula, charge and spin: 67.3 kJ/mol
2S+1: 5
Gap between HOMO and LUMO (alpha / beta): 7.8 / 5.3 eV

Charges in e, computed with Mulliken, in the same order as the atoms:
1 Co 0.3185
2 O -0.7684
3 C 0.5547
4 C -0.6882
5 C -0.6927
6 C -0.6799
7 C -0.1673
8 C 0.3170
9 C -0.2959
10 O -0.0573
11 N -0.5821
12 N 0.4108
13 C -0.5757
14 C 0.1991
15 Br 0.0171
16 C -0.4802
17 C 0.1635
18 C -0.3905
19 C -0.7408
20 C -0.4578
21 C -0.6823
22 C -0.1544
23 H 0.3293
24 H 0.6517
25 H 0.4431
26 H 0.5298
27 H 0.2147
28 H 0.2702
29 H 0.4939
30 H 0.6219
31 H 0.5216
32 H 0.4520
33 H 0.4185
34 H 0.4188
35 H 0.4240
36 H 0.5121
37 N 0.0197
38 C 0.2004
39 N -0.5510
40 C 0.2809
41 N -0.2926
42 N -0.6882
43 C 0.2270
44 N 0.5847
45 C 0.4755
46 C -0.5674
47 C -0.5359
48 C -0.8180
49 C -0.0723
50 N 0.1205
51 H 0.3350
52 H -0.1356
53 H 0.2861
54 H 0.2624
55 H 0.5595
56 H 0.4689
57 H 0.4371
58 H 0.5238
59 S -0.4792
60 Sb 1.2493
61 C 0.7320
62 C -0.5945
63 C -0.7128
64 C -0.7720
65 C -0.8383
66 C -0.3033
67 C 0.4711
68 C 0.0834
69 C -0.6573
70 C -0.7913
71 C -0.7693
72 C -0.7146
73 C 0.6009
74 C -0.6923
75 C -0.6887
76 C -0.6991
77 C -0.8064
78 C -0.0581
79 H 0.4641
80 H 0.4789
81 H 0.4718
82 H 0.4709
83 H 0.4561
84 H 0.1831
85 H 0.5204
86 H 0.4681
87 H 0.4689
88 H 0.4598
89 H 0.4740
90 H 0.4789
91 H 0.4265
92 H 0.4589
93 H 0.1704

=====

# 2
DFT (wB97M-V/def2-TZVPD) results for an isolated molecule of C3H8N2O2.

Positions of all 15 atoms, in Å:
N  -2.58727  0.11049  -0.23213
C  -1.18400  -0.17333  -0.35259
C  -0.33416  0.67828  0.58221
O  -0.78583  1.30063  1.52374
N  1.02219  0.69715  0.34357
C  1.72913  -0.18217  -0.55674
O  1.98150  -1.46269  -0.02014
H  -2.70855  0.97868  0.24204
H  -3.10038  -0.53856  0.35502
H  -0.86079  0.07950  -1.36821
H  -0.85233  -1.19860  -0.20480
H  1.57118  1.24219  0.99036
H  1.15081  -0.33853  -1.44587
H  2.67841  0.29043  -0.74561
H  2.28008  -1.48346  0.88915

Calculated values
Net charge: 0
Strongest force on any atom: 0.032 Eh/bohr
ΔE to the lowest compared entry with this formula, charge and spin: 97.2 kJ/mol
2S+1: 1
Gap between HOMO and LUMO: 10.2 eV
Structure (SMILES): NCC(=O)NCO

Charges in e, computed with natural (NBO), in the same order as the atoms:
1 N -0.8231
2 C -0.3296
3 C 0.6730
4 O -0.6152
5 N -0.6490
6 C 0.0919
7 O -0.7366
8 H 0.3750
9 H 0.3621
10 H 0.1934
11 H 0.2282
12 H 0.4012
13 H 0.1847
14 H 0.1669
15 H 0.4771

=====

# 3
DFT (wB97M-V/def2-TZVPD) results for a 8-piece molecular cluster, C51H114N10O8 overall.

Positions of all 183 atoms, in Å:
C  -12.75609  5.07675  -1.64014
C  -11.86818  4.04945  -0.98742
C  -11.86876  4.12559  0.54188
C  -12.48334  2.68110  -1.27825
C  -12.18300  2.29174  -2.77175
C  -10.70727  2.00530  -2.77549
C  -9.90649  3.30786  -2.43731
C  -8.54724  2.77302  -1.90054
C  -9.78295  4.08629  -3.73763
N  -10.48807  4.17876  -1.41209
O  -9.83631  5.29285  -0.92670
H  -12.84666  4.91596  -2.71440
H  -13.77984  5.18914  -1.28321
H  -12.34003  6.04268  -1.35380
H  -12.88520  4.10414  0.93492
H  -11.20406  3.38574  0.98786
H  -11.44478  5.09244  0.81308
H  -12.15728  1.88744  -0.60603
H  -13.57285  2.70898  -1.29496
H  -12.72144  1.37146  -2.99821
H  -12.50563  3.03060  -3.50531
H  -10.63322  1.66513  -3.80839
H  -10.41822  1.17507  -2.13108
H  -8.72947  2.08098  -1.07837
H  -8.01389  3.54346  -1.34369
H  -7.94593  2.16828  -2.57937
H  -9.59787  3.40395  -4.56725
H  -8.90188  4.72139  -3.82954
H  -10.70517  4.62714  -3.95003
H  -9.80003  5.76053  -1.76429
C  -1.62917  -1.13321  1.82653
C  -2.03395  0.12580  2.61596
C  -2.25920  1.41521  1.67123
C  -3.31294  -0.22300  3.27308
C  -3.36038  -1.11431  4.40705
C  -2.31906  -0.73051  5.43599
C  -0.90477  -0.30713  5.02214
C  -0.44009  0.60673  6.12508
C  -0.03454  -1.53665  4.99448
N  -0.98527  0.45717  3.74174
O  0.27677  0.68405  3.13415
H  -0.57967  -1.09782  1.53431
H  -1.78607  -2.07452  2.35322
H  -2.10828  -1.22708  0.85198
H  -2.91305  2.10723  2.20198
H  -1.31766  1.93486  1.49358
H  -2.64023  1.07842  0.70713
H  -3.70124  0.73233  3.62619
H  -4.06764  -0.61402  2.59069
H  -4.31587  -1.23081  4.91848
H  -3.15706  -2.16092  4.18035
H  -2.23088  -1.53024  6.17135
H  -2.77549  0.10851  5.96119
H  0.63179  0.71310  5.95814
H  -0.51677  0.31054  7.17126
H  -0.89538  1.59423  6.04991
H  0.02897  -1.99920  5.97942
H  0.95843  -1.44943  4.55345
H  -0.45424  -2.24247  4.27769
H  0.22017  1.62447  2.94978
C  5.45017  2.72443  -3.21377
C  6.72783  3.47704  -2.64461
C  7.97185  2.74264  -2.98481
C  6.74497  4.85908  -3.52592
C  7.59466  6.01177  -3.04366
C  7.27422  6.18162  -1.58045
C  7.50390  4.96558  -0.71901
C  8.97572  4.70130  -0.63119
C  6.97855  5.40227  0.65733
N  6.66935  3.86646  -1.23476
O  6.53170  2.82284  -0.32138
H  5.58475  1.65600  -3.38242
H  4.48615  2.92978  -2.74837
H  5.28499  3.15381  -4.20193
H  8.02661  1.92930  -2.26123
H  8.15186  2.40277  -4.00471
H  8.88098  3.33605  -2.88749
H  7.07161  4.58378  -4.52872
H  5.73457  5.26509  -3.57407
H  8.66637  5.82298  -3.10627
H  7.45754  6.93488  -3.60683
H  6.26334  6.57268  -1.46523
H  7.92475  6.96541  -1.19242
H  9.38263  5.60484  -0.17716
H  9.46153  4.73507  -1.60636
H  9.14660  3.76634  -0.09756
H  5.91613  5.15873  0.66340
H  7.00419  6.44043  0.98847
H  7.45763  4.88245  1.48702
H  5.57764  2.76224  -0.23370
C  -3.93607  -1.22067  -7.03421
C  -2.94437  -0.33611  -7.81954
C  -2.01465  0.34871  -6.81535
C  -2.01863  -1.19046  -8.68573
C  -2.58063  -1.83849  -9.93611
C  -3.09285  -0.66520  -10.77159
C  -4.05384  0.29745  -10.07025
C  -3.98084  1.58413  -10.91121
C  -5.48551  -0.34859  -10.15440
N  -3.57309  0.65255  -8.72691
O  -4.37493  1.55789  -8.10021
H  -4.83452  -0.70851  -6.68986
H  -4.24120  -2.07682  -7.63589
H  -3.49511  -1.79136  -6.21692
H  -1.60442  -0.44626  -6.19258
H  -1.20243  0.90346  -7.28509
H  -2.54813  1.00827  -6.13089
H  -1.30527  -0.46486  -9.07651
H  -1.36049  -1.82985  -8.09742
H  -1.80183  -2.40778  -10.44354
H  -3.39489  -2.50191  -9.64465
H  -3.72222  -1.06971  -11.56428
H  -2.21948  -0.16641  -11.19173
H  -3.94932  1.39732  -11.98462
H  -3.06133  2.04713  -10.55313
H  -4.81696  2.25365  -10.70932
H  -5.52362  -1.40136  -9.87455
H  -5.88292  -0.31934  -11.16894
H  -6.16063  0.25706  -9.54983
H  -3.86449  2.37065  -8.12189
C  0.79317  -6.28691  -3.61213
C  2.28235  -6.14821  -3.38761
C  3.09363  -6.34595  -4.69390
C  2.60388  -4.69549  -2.89656
C  3.99195  -4.52235  -2.21506
C  4.28971  -5.63070  -1.12814
C  4.02934  -7.03090  -1.57612
C  5.20809  -7.39805  -2.43896
C  4.12193  -7.82124  -0.21569
N  2.72808  -7.08147  -2.28145
O  2.23459  -8.34201  -2.37770
H  0.19160  -5.92503  -2.77831
H  0.52344  -5.76310  -4.52917
H  0.41921  -7.26675  -3.90902
H  3.18636  -7.40033  -4.95423
H  2.65119  -5.77343  -5.50911
H  4.10611  -5.94278  -4.67299
H  2.56190  -3.97599  -3.71427
H  1.96379  -4.34815  -2.08555
H  4.71566  -4.72415  -3.00476
H  4.19754  -3.51047  -1.86586
H  3.63948  -5.45089  -0.27200
H  5.10109  -5.41608  -0.43264
H  5.07242  -7.03824  -3.45888
H  5.17618  -8.48446  -2.52128
H  6.15010  -6.97138  -2.09448
H  3.34998  -7.49167  0.47971
H  5.11754  -7.78324  0.22637
H  3.78117  -8.85149  -0.31853
H  1.63951  -8.34802  -1.62441
C  11.11589  -1.41648  10.17518
O  10.13199  -0.61095  9.52604
C  9.16282  -0.03734  10.30994
C  8.36116  0.92238  9.38616
C  8.92904  2.20128  8.93250
N  7.05859  1.25602  10.00839
H  11.31814  -2.24165  9.49232
H  10.82946  -1.74992  11.17262
H  12.06682  -0.89435  10.28110
H  8.50782  -0.77076  10.78023
H  9.54849  0.53675  11.15242
H  8.23551  0.26536  8.52556
H  9.42344  2.65372  9.79213
H  8.22843  2.98392  8.64148
H  9.62329  2.05513  8.10499
H  6.63682  1.93631  9.39243
H  7.13710  1.76576  10.87679
N  3.50746  -5.49666  8.73606
C  4.15790  -4.62455  9.45371
N  4.97153  -3.94037  8.62923
O  3.94890  -4.42236  10.60391
H  2.85156  -6.02826  9.29041
H  3.67149  -5.79923  7.78650
H  5.14268  -4.18056  7.66325
H  5.38062  -3.08341  8.97326
N  -3.46436  -0.81809  13.56650
C  -3.11759  -1.03081  12.34439
N  -2.08971  -0.21760  12.18333
O  -3.46916  -1.85079  11.54939
H  -3.09847  -0.07786  14.14812
H  -3.93443  -1.57642  14.03986
H  -1.75974  0.36837  12.93689
H  -1.53863  -0.42442  11.36258

Calculated values
Net charge: 0
Strongest force on any atom: 0.140 Eh/bohr
ΔE to the lowest compared entry with this formula, charge and spin: 657.6 kJ/mol
2S+1: 1
Gap between HOMO and LUMO: 8.1 eV
Structure (SMILES): CC1(C)CCCC(C)(C)N1O.CC1(C)CCCC(C)(C)N1O.CC1(C)CCCC(C)(C)N1O.CC1(C)CCCC(C)(C)N1O.CC1(C)CCCC(C)(C)N1O.COC[C@H](C)N.NC(N)=O.NC(N)=O

These are the Mulliken partial charges, in e, on atoms 1 to 99:
1 C -1.8013
2 C 1.3582
3 C -1.9207
4 C -1.0687
5 C -0.8751
6 C -0.8989
7 C 1.4770
8 C -1.9187
9 C -1.8564
10 N 0.4339
11 O -0.4432
12 H 0.3129
13 H 0.4173
14 H 0.4016
15 H 0.4033
16 H 0.4147
17 H 0.4413
18 H 0.3761
19 H 0.4237
20 H 0.3830
21 H 0.3619
22 H 0.3378
23 H 0.3778
24 H 0.4251
25 H 0.3790
26 H 0.4078
27 H 0.4260
28 H 0.4968
29 H 0.3454
30 H 0.3825
31 C -1.8099
32 C 1.6406
33 C -1.5530
34 C -1.2087
35 C -0.7419
36 C -1.3480
37 C 1.7951
38 C -2.0135
39 C -1.6279
40 N 0.1458
41 O -0.4800
42 H 0.3957
43 H 0.2865
44 H 0.4359
45 H 0.3617
46 H 0.3795
47 H 0.3410
48 H 0.3560
49 H 0.3393
50 H 0.3862
51 H 0.3732
52 H 0.4139
53 H 0.4422
54 H 0.4292
55 H 0.3044
56 H 0.4647
57 H 0.4367
58 H 0.3535
59 H 0.3453
60 H 0.3554
61 C -1.7318
62 C 1.6254
63 C -1.7889
64 C -1.3413
65 C -0.6744
66 C -1.5207
67 C 1.7191
68 C -1.7727
69 C -1.9187
70 N 0.2700
71 O -0.4591
72 H 0.3628
73 H 0.3999
74 H 0.4079
75 H 0.3839
76 H 0.4041
77 H 0.3462
78 H 0.5022
79 H 0.4325
80 H 0.3254
81 H 0.3739
82 H 0.4333
83 H 0.5089
84 H 0.4564
85 H 0.3803
86 H 0.3773
87 H 0.4427
88 H 0.3517
89 H 0.3659
90 H 0.3376
91 C -1.5790
92 C 1.6010
93 C -1.9344
94 C -1.5019
95 C -0.6436
96 C -1.3204
97 C 1.6379
98 C -1.8979
99 C -1.7780